Formula: C78H187N13O16
Source: the Open Molecules 2025 dataset
Level of theory: wB97M-V/def2-TZVPD

ORCA input file:
```
! wB97M-V def2-TZVPD RIJCOSX def2/J DEFGRID3
* xyz 0 1
C -4.5688 -4.6510 -1.3421
C -5.1925 -5.8661 -0.6678
C -4.1408 -6.8040 -0.0449
O -4.8026 -7.9526 0.4468
C -3.9542 -8.8435 1.1242
N -6.1357 -5.4121 0.3682
H -3.9139 -4.0883 -0.6792
H -5.4343 -4.0497 -1.6323
H -4.1040 -4.9284 -2.2884
H -5.7032 -6.4678 -1.4224
H -3.5621 -6.4074 0.7967
H -3.4247 -7.0479 -0.8430
H -4.4355 -9.7429 1.5002
H -3.5596 -8.3045 1.9966
H -3.1015 -9.1525 0.5107
H -5.6093 -5.1169 1.1993
H -6.5399 -6.2792 0.7246
C -0.0935 7.2281 -0.1094
C 0.4212 6.8658 -1.4886
C 1.5658 7.7231 -2.0319
O 2.4550 8.1366 -0.9996
C 3.6389 8.7020 -1.5254
N 0.8141 5.4395 -1.4927
H -0.7990 6.5058 0.3018
H -0.7207 8.1243 -0.2289
H 0.6586 7.5033 0.6270
H -0.4282 6.8995 -2.1770
H 1.1158 8.6709 -2.3514
H 1.9875 7.1766 -2.8777
H 3.4169 9.6965 -1.9299
H 4.1770 8.0842 -2.2470
H 4.2628 8.8324 -0.6386
H 0.0974 4.8900 -1.0320
H 1.6275 5.3406 -0.8859
C -5.6936 1.4353 -4.5227
C -4.4670 0.9758 -3.7236
C -4.8792 0.0450 -2.5832
O -5.7372 0.7149 -1.6735
C -5.6726 0.1891 -0.3624
N -3.5490 0.3255 -4.6376
H -5.3747 1.9221 -5.4465
H -6.2238 2.2056 -3.9624
H -6.3813 0.6280 -4.7752
H -3.9428 1.8529 -3.3355
H -3.9715 -0.2075 -2.0279
H -5.4095 -0.8225 -2.9892
H -4.6457 0.2603 0.0042
H -6.0240 -0.8484 -0.3302
H -6.3582 0.7359 0.2835
H -2.7143 -0.1144 -4.2757
H -3.9858 -0.3648 -5.2368
C 7.2568 -4.0550 -1.1726
C 7.1210 -2.5398 -1.2532
C 6.2764 -1.9680 -0.1136
O 5.9079 -0.6411 -0.5110
C 5.0022 -0.0199 0.3567
N 8.4765 -1.9824 -1.1916
H 7.9998 -4.4497 -1.8658
H 6.3647 -4.6351 -1.4373
H 7.4287 -4.4033 -0.1510
H 6.5373 -2.3201 -2.1552
H 6.7978 -1.8954 0.8437
H 5.3283 -2.5100 -0.0226
H 4.8468 1.0102 0.0363
H 5.3281 -0.0179 1.4033
H 4.0253 -0.5205 0.2760
H 8.8772 -2.0911 -2.1226
H 8.3488 -0.9684 -1.1525
C -3.3541 -4.1539 2.6683
C -4.6238 -3.4850 3.2254
C -5.2410 -2.4399 2.3029
O -4.5523 -1.1963 2.2811
C -4.4889 -0.5025 3.5218
N -5.5901 -4.6339 3.2341
H -2.5033 -3.4785 2.7538
H -3.5301 -4.3643 1.6129
H -3.1352 -5.1173 3.1275
H -4.4440 -3.2446 4.2751
H -6.2590 -2.2623 2.6767
H -5.3760 -2.7855 1.2802
H -5.5072 -0.3249 3.8810
H -3.9658 0.4417 3.3926
H -3.9589 -1.1287 4.2427
H -5.3268 -5.1604 4.0642
H -6.5513 -4.3747 3.4548
C 2.2654 7.6683 3.3190
C 1.8008 6.3053 3.8308
C 0.5753 5.7504 3.1479
O -0.5292 6.5609 3.4749
C -1.7602 5.8995 3.3227
N 2.9093 5.3347 3.5381
H 3.3063 7.9020 3.5403
H 1.5599 8.4051 3.6993
H 2.2747 7.5707 2.2303
H 1.6181 6.2588 4.9092
H 0.4566 4.6987 3.4467
H 0.6323 5.7466 2.0519
H -2.6232 6.4600 3.6664
H -1.7484 4.9595 3.8878
H -1.9225 5.5917 2.2812
H 2.5817 4.4605 3.9413
H 3.7193 5.6719 4.0423
C 7.5080 1.7345 6.7118
O 6.5267 1.7265 5.7070
C 5.8879 0.4809 5.5332
C 4.7288 0.6648 4.5686
N 3.5247 1.1855 5.1977
C 2.4790 1.4973 4.2308
C 1.3354 2.1208 4.9909
O 1.8233 3.3479 5.5417
C 1.1171 3.8065 6.6677
H 8.5222 1.6245 6.3092
H 7.3466 0.9582 7.4650
H 7.4715 2.7102 7.2037
H 5.4211 0.0413 6.4257
H 6.6053 -0.2670 5.1781
H 4.4567 -0.3451 4.2368
H 5.0809 1.2157 3.6859
H 3.7647 2.0198 5.7228
H 2.1981 0.5644 3.7393
H 2.8416 2.1750 3.4444
H 0.9155 1.4460 5.7391
H 0.5058 2.3484 4.3103
H 0.9315 3.0511 7.4424
H 0.1057 4.1092 6.3689
H 1.6842 4.6006 7.1470
C 0.8653 -4.4960 -8.6167
O 0.2650 -4.2782 -7.3496
C -1.0793 -4.7002 -7.3572
C -1.7710 -4.6881 -5.9777
N -0.8839 -5.1711 -4.9461
C -1.4852 -5.0032 -3.6183
C -0.4971 -5.3571 -2.5122
O -1.1798 -5.3754 -1.2528
C -0.4201 -6.1162 -0.3001
H 0.2811 -4.0578 -9.4242
H 1.1102 -5.5571 -8.7264
H 1.8624 -4.0500 -8.5951
H -1.2033 -5.7356 -7.7052
H -1.6521 -4.1423 -8.1051
H -2.6660 -5.3103 -5.9815
H -2.1010 -3.6432 -5.8510
H 0.0312 -4.7360 -4.9769
H -2.2909 -5.7248 -3.4862
H -1.7660 -3.9563 -3.4577
H 0.3375 -4.6484 -2.4615
H -0.0624 -6.3433 -2.6949
H 0.1033 -5.3808 0.3169
H 0.3179 -6.8418 -0.6504
H -1.1227 -6.6843 0.3118
C -5.5330 3.4201 2.4202
O -5.4828 3.7164 3.8014
C -5.6225 5.0906 4.0899
C -5.4264 5.3270 5.5502
N -4.0176 5.1243 5.8683
C -3.7548 5.0248 7.3206
C -4.1626 6.2345 8.1339
O -5.5555 6.1846 8.4307
C -6.0185 7.3881 9.0181
H -5.6713 2.3517 2.2720
H -4.6051 3.8146 1.9969
H -6.3559 3.8977 1.8761
H -6.6021 5.4966 3.8021
H -4.9426 5.7205 3.5021
H -6.0959 4.6264 6.0756
H -5.7660 6.3092 5.8782
H -3.7871 4.1697 5.6025
H -2.6780 4.8756 7.4271
H -4.2536 4.1350 7.7251
H -3.9029 7.1605 7.6019
H -3.6434 6.3468 9.0935
H -5.9934 8.1944 8.2775
H -5.5034 7.6216 9.9524
H -7.0734 7.1646 9.1905
C -1.8816 -1.8456 -0.5581
C -0.8861 -0.6813 -0.5209
C -0.8741 -0.0807 -1.9467
C -0.3021 1.3484 -1.9896
C -1.0720 2.2792 -1.0563
C -1.1223 1.7622 0.3818
N -1.4552 0.3172 0.4120
O -1.5264 -0.2376 1.7013
C 0.2440 1.9780 1.0633
C -2.2445 2.4247 1.1534
C 0.4886 -1.2263 -0.1306
H -1.9356 -2.2809 0.4449
H -1.4647 -2.6606 -1.1599
H -2.8880 -1.6570 -0.9263
H -0.1636 -0.6616 -2.5456
H -1.8198 -0.1670 -2.4751
H -0.4683 1.7578 -2.9882
H 0.7549 1.2892 -1.7305
H -2.0552 2.4683 -1.4912
H -0.4763 3.1953 -1.0580
H 0.4612 3.0349 1.2316
H 0.1853 1.5013 2.0481
H 1.0593 1.4447 0.5764
H -2.0303 3.4968 1.2285
H -3.2444 2.2137 0.7746
H -2.3252 2.1233 2.2035
H 0.5821 -1.2966 0.9520
H 1.2752 -0.5412 -0.4608
H 0.6349 -2.1909 -0.6173
H -2.4520 -0.5109 1.7809
C 3.0850 -4.8128 1.7528
C 3.3805 -4.3656 3.2029
C 4.0081 -2.9533 3.1488
C 2.9552 -1.8531 2.9815
C 1.7880 -1.9766 3.9443
C 1.0985 -3.3727 3.9869
N 2.1618 -4.3774 4.0558
O 1.5787 -5.6752 3.9993
C 0.2447 -3.3961 5.2545
C 0.2119 -3.4549 2.7564
C 4.3815 -5.2863 3.8997
H 2.2937 -5.5646 1.7698
H 3.9579 -5.3237 1.3376
H 2.7926 -4.0167 1.0683
H 4.6489 -2.8474 4.0226
H 4.5356 -2.8696 2.1956
H 2.6030 -1.7495 1.9527
H 3.5262 -0.9424 3.1820
H 1.0995 -1.1881 3.6317
H 2.1148 -1.8375 4.9789
H -0.5813 -2.6899 5.1829
H -0.2001 -4.3922 5.3503
H 0.8389 -3.2695 6.1601
H -0.4665 -4.3089 2.7912
H -0.4571 -2.6089 2.5652
H 0.8450 -3.3968 1.8688
H 5.3669 -5.2444 3.4334
H 4.0672 -6.3344 3.8311
H 4.4842 -5.1672 4.9800
H 1.8783 -6.0787 4.8216
C 1.3264 -1.9979 -5.4536
C 2.5785 -2.4206 -4.6719
C 2.3636 -1.9530 -3.2350
C 3.3662 -2.5379 -2.2628
C 3.3164 -4.0513 -2.3685
C 3.5016 -4.6097 -3.7646
N 2.5956 -3.8969 -4.6712
O 2.6458 -4.4567 -5.9690
C 5.0028 -4.5247 -4.1027
C 3.0639 -6.0896 -3.7005
C 3.7494 -1.7638 -5.4014
H 0.3863 -2.3668 -5.0312
H 1.2557 -0.9131 -5.5499
H 1.3478 -2.4191 -6.4575
H 2.4379 -0.8625 -3.1639
H 1.3362 -2.2232 -2.9754
H 4.3556 -2.1321 -2.4920
H 3.1262 -2.1885 -1.2549
H 2.4375 -4.3937 -1.8147
H 4.1655 -4.3802 -1.7558
H 5.5725 -5.3718 -3.7150
H 5.5039 -3.5918 -3.8563
H 5.1303 -4.6877 -5.1792
H 3.7593 -6.6810 -3.1026
H 3.0740 -6.5162 -4.7037
H 2.0709 -6.1811 -3.2679
H 3.6438 -0.6734 -5.3520
H 4.7068 -1.8774 -4.8894
H 3.7680 -2.0298 -6.4553
H 1.7061 -4.5637 -6.2122
C -0.8013 5.2076 -6.3761
C -0.9358 4.1218 -5.2957
C -1.7207 2.8930 -5.7742
C -1.0769 2.0609 -6.8563
C 0.2360 1.5679 -6.2324
C 1.1357 2.7001 -5.7203
N 0.3605 3.6125 -4.8423
O 1.1695 4.6367 -4.3148
C 2.2451 2.0645 -4.8658
C 1.8055 3.4172 -6.8995
C -1.7636 4.7163 -4.1376
H -0.2248 6.0254 -5.9308
H -1.7851 5.6455 -6.5595
H -0.2716 4.9696 -7.2944
H -1.7680 2.2320 -4.9061
H -2.7234 3.2178 -6.0627
H -0.8673 2.6322 -7.7658
H -1.7398 1.2497 -7.1589
H 0.7357 0.9013 -6.9460
H -0.0146 0.8278 -5.4625
H 1.8094 1.4005 -4.1103
H 2.7975 1.3409 -5.4710
H 2.8862 2.7797 -4.3575
H 2.6768 2.8248 -7.1838
H 1.1906 3.4759 -7.7988
H 2.1072 4.4264 -6.6215
H -1.1974 5.5147 -3.6543
H -1.8497 3.9453 -3.3657
H -2.7512 5.0656 -4.4255
H 0.8580 4.7618 -3.3981
*
```

Summary:
HOMO	-7.69	eV
maximum force	0.0486	hartree/bohr
ΔE to the lowest compared entry with this formula, charge and spin	0.000	eV
Kohn-Sham gap	8.06	eV


Formula: BeH10O5
Source: the Open Molecules 2025 dataset
Level of theory: wB97M-V/def2-TZVPD

ORCA input file:
```
! wB97M-V def2-TZVPD RIJCOSX def2/J DEFGRID3
* xyz 2 1
Be 11.2180 -11.8170 -8.4900
O 12.2950 -12.8110 -9.1710
H 12.2340 -13.5950 -9.7410
H 13.0620 -12.3650 -9.5420
O 13.9080 -11.0450 -7.8000
H 14.7660 -11.0930 -8.2170
H 14.1100 -10.9590 -6.8750
O 9.6140 -12.2210 -8.9220
H 9.1400 -12.0060 -9.7490
H 9.0010 -12.3310 -8.2270
O 11.3820 -10.2310 -8.9350
H 10.9930 -9.8330 -9.7140
H 11.8130 -9.6270 -8.3210
O 11.2660 -12.0010 -6.7640
H 11.6690 -12.7000 -6.2650
H 11.0430 -11.3720 -6.0570
*
```

Summary:
HOMO	-19.81	eV
maximum force	0.0448	hartree/bohr
ΔE to the lowest compared entry with this formula, charge and spin	0.000	eV
Kohn-Sham gap	12.17	eV


Formula: C19H29IN3O3S
Source: the Open Molecules 2025 dataset
Level of theory: wB97M-V/def2-TZVPD

ORCA input file:
```
! wB97M-V def2-TZVPD RIJCOSX def2/J DEFGRID3
* xyz 1 1
C 2.7986 -3.5667 -0.9378
C 3.5767 -2.1258 -0.6011
O 3.1889 -1.5478 0.5691
O 4.6200 -1.5873 -1.4887
C 4.0993 -0.5677 -2.4125
C 4.0436 0.9631 -1.7407
C 2.4568 1.2703 -1.4662
C 2.1267 2.7684 -0.8880
C 0.4621 2.9208 -0.9480
C -0.1580 1.9029 0.2159
C -0.6851 0.4809 -0.4344
C -2.0736 -0.0941 0.2557
C -3.3028 0.3949 -0.7675
C -4.0060 1.8441 -0.4628
C -5.2063 2.3437 -1.4610
C -5.5931 1.3511 -2.7423
I -7.1456 1.9893 -4.1465
C -4.8486 -0.0887 -2.9881
N -5.0147 -1.1631 -4.0413
S -3.8514 -2.4704 -3.7070
N -2.9427 -1.9381 -2.2763
C -3.6491 -0.6227 -2.0054
H 1.6479 -3.4306 -1.1182
H 2.9254 -4.3066 -0.0095
H 3.3244 -4.0905 -1.8469
H 2.9832 -0.8466 -2.7308
H 4.7157 -0.5592 -3.4149
H 4.5508 0.8357 -0.6688
H 4.5916 1.7663 -2.3936
H 1.7896 1.1074 -2.4378
H 2.1034 0.5025 -0.6255
H 2.6538 3.6325 -1.4830
H 2.3784 2.7830 0.2790
H 0.0814 2.6593 -2.0350
H 0.1742 4.0399 -0.6668
H 0.5981 1.7092 1.0911
H -1.0865 2.4787 0.6957
H 0.1068 -0.3840 -0.4138
H -0.8862 0.7118 -1.5866
H -2.0277 -1.2721 0.3546
H -2.1878 0.3483 1.3401
H -3.5965 2.4505 0.4780
H -5.7424 3.3684 -1.2479
C 1.3307 -1.1081 2.5870
C 0.0419 -0.9619 3.3351
O -0.8721 -0.2228 3.0245
N -0.2613 -1.7996 4.4358
C -0.5667 -1.0483 5.6778
H 1.7182 -0.1185 2.3329
H 2.0727 -1.6254 3.2009
H 1.1525 -1.6852 1.6764
H 0.4593 -2.5115 4.5683
H -1.1526 -2.2249 4.1610
H -1.4694 -0.4509 5.5230
H 0.2919 -0.4194 5.9264
H -0.7382 -1.7844 6.4668
*
```

Summary:
HOMO	-9.82	eV
maximum force	0.1674	hartree/bohr
Kohn-Sham gap	5.87	eV


Formula: H2N3P3
Source: the Open Molecules 2025 dataset
Level of theory: wB97M-V/def2-TZVPD

ORCA input file:
```
! wB97M-V def2-TZVPD RIJCOSX def2/J DEFGRID3
* xyz 0 1
N 1.1123 1.6695 0.1028
N -1.6407 -0.1665 -0.0130
N 0.8208 -1.0393 -0.0959
P 1.8484 0.3373 -0.0722
P -2.8057 0.8230 -0.0263
P -0.8220 -1.5186 0.0649
H 1.3710 -1.8861 -0.1678
H 0.1158 1.7807 0.2074
*
```

Summary:
HOMO (alpha / beta)	-7.13 / -7.15	eV
maximum force	0.0176	hartree/bohr
ΔE to the lowest compared entry with this formula, charge and spin	1.562	eV
Kohn-Sham gap (alpha / beta)	5.98 / 5.99	eV


Formula: H12O10PZr
Source: the Open Molecules 2025 dataset
Level of theory: wB97M-V/def2-TZVPD

ORCA input file:
```
! wB97M-V def2-TZVPD RIJCOSX def2/J DEFGRID3
* xyz 1 1
Zr -0.2362 -0.1284 0.0292
P -2.1047 -1.8567 0.0033
O -0.6259 -2.0897 0.5515
O -1.7295 -0.9661 -1.2336
O -2.0053 -0.5454 0.9014
O -3.3072 -2.7127 0.1520
O -0.0123 0.9048 -2.0809
H -0.6873 0.7576 -2.7681
H 0.5931 1.5651 -2.4426
O -0.0899 0.6262 2.2551
H 0.4826 1.2889 2.6661
H -0.3279 0.0083 2.9681
O -1.2888 1.8082 0.1051
H -1.3650 2.3694 -0.6812
H -1.8082 2.2486 0.7962
O 1.4547 1.4242 0.0470
H 1.2318 2.3344 0.3021
H 2.3640 1.4690 -0.2825
O 0.9240 -1.4733 -1.4075
H 0.6593 -2.4121 -1.4032
H 1.7449 -1.4305 -1.9178
O 1.6893 -0.9325 1.0521
H 2.2687 -0.5961 1.7470
H 2.1755 -1.6611 0.6412
*
```

Summary:
HOMO	-11.29	eV
maximum force	0.0841	hartree/bohr
Kohn-Sham gap	6.99	eV


Formula: C3H3N3O2
Source: the Open Molecules 2025 dataset
Level of theory: wB97M-V/def2-TZVPD

ORCA input file:
```
! wB97M-V def2-TZVPD RIJCOSX def2/J DEFGRID3
* xyz 0 1
C -0.1350 1.0235 -1.4291
C -0.2423 -1.0537 1.6484
C 0.5749 -0.4624 0.5082
H 1.7043 0.8369 -1.3413
H -1.2909 1.5992 -1.3056
H -0.0165 -1.2210 2.8826
N 0.9377 1.4594 -1.8711
N -0.3225 -0.1687 -0.3676
N -1.4480 -1.1749 1.1438
O -1.6100 -0.6677 -0.0523
O 1.8485 -0.1706 0.1839
*
```

Summary:
HOMO	-10.15	eV
maximum force	0.1142	hartree/bohr
ΔE to the lowest compared entry with this formula, charge and spin	7.205	eV
structure (SMILES)	[H]/N=C\n1oncc1=O
Kohn-Sham gap	10.05	eV


Formula: C3H10S
Source: the Open Molecules 2025 dataset
Level of theory: wB97M-V/def2-TZVPD

ORCA input file:
```
! wB97M-V def2-TZVPD RIJCOSX def2/J DEFGRID3
* xyz 0 1
C -3.2651 -0.8533 -4.7849
H -2.7994 -1.8929 -5.2153
H -3.2653 -0.8205 -3.6541
H -4.2556 -0.7678 -5.2650
H -2.4993 -0.1042 -5.1007
C 1.4987 1.4455 3.2961
C 2.4577 0.2450 2.6861
S 1.2819 -0.7401 1.6095
H 0.8768 0.8778 4.1399
H 0.7333 1.6839 2.5644
H 2.0229 2.3694 3.5387
H 3.4518 0.3360 2.2003
H 2.5457 -0.3808 3.6065
H 1.2158 -1.3980 0.3784
*
```

Summary:
HOMO	-8.79	eV
maximum force	0.0582	hartree/bohr
ΔE to the lowest compared entry with this formula, charge and spin	2.567	eV
structure (SMILES)	CCS.C
Kohn-Sham gap	9.25	eV


Formula: C14H33ClIN2NdO2P2
Source: the Open Molecules 2025 dataset
Level of theory: wB97M-V/def2-TZVPD

ORCA input file:
```
! wB97M-V def2-TZVPD RIJCOSX def2/J DEFGRID3
* xyz 2 4
C -0.1655 5.2575 -1.0845
C -1.2974 4.5857 -0.3664
H 0.6587 4.5530 -1.2460
H 0.2008 6.0969 -0.4798
H -0.5347 5.6432 -2.0447
O -1.2747 3.3883 -0.0759
I -4.0401 3.0304 -0.5842
Nd -0.3460 -0.2737 0.3703
P -1.1333 0.0864 -2.3270
C -0.3478 -1.0769 -3.4979
C -2.8931 -0.0315 -2.7668
H -3.0194 0.1642 -3.8421
H -0.7963 1.6876 -4.1165
H -3.4556 0.7101 -2.1749
H -1.3206 2.4967 -2.5918
H -0.7130 -2.0955 -3.3103
H -3.2495 -1.0366 -2.5061
C -0.6781 1.7161 -3.0247
H -0.5909 -0.7738 -4.5263
H 0.3717 1.9359 -2.7783
H 0.7419 -1.0738 -3.3583
P -0.8345 1.2191 2.7104
C 0.3625 0.5425 3.9201
C -0.3798 2.9786 2.6846
H -3.1764 1.6416 2.9214
H -2.3212 1.8975 4.4903
H -2.6723 0.2335 3.8966
C -2.4087 1.2565 3.6043
H -1.2062 3.5768 2.2848
H -0.1042 3.3179 3.6902
H 0.6531 1.3316 4.6262
H 1.2547 0.1717 3.3935
H 0.4849 3.1074 2.0205
H -0.0913 -0.3015 4.4545
Cl -2.4860 5.7502 0.1540
C 3.9435 -1.4794 -0.2606
N 2.8434 -2.4229 -0.1848
C 2.8941 -3.7132 -0.8535
C 1.7610 -4.5584 -0.3119
C 0.4440 -3.8630 -0.5004
N 0.4951 -2.5995 0.2938
C -0.3282 -2.6270 1.5575
C 1.7510 -1.9652 0.3911
O 1.7772 -0.7604 0.8726
H 4.8295 -1.9830 -0.6459
H 4.1571 -1.0709 0.7305
H 3.6958 -0.6431 -0.9248
H 2.8063 -3.5886 -1.9476
H 3.8734 -4.1688 -0.6612
H 1.8942 -4.7408 0.7623
H 1.7550 -5.5355 -0.8026
H -0.3916 -4.4527 -0.1192
H 0.2428 -3.5716 -1.5379
H -1.3961 -2.4336 1.2981
H -0.2875 -3.6313 2.0039
H 0.0481 -1.9046 2.3214
*
```

Summary:
HOMO (alpha / beta)	-10.92 / -10.98	eV
maximum force	0.0527	hartree/bohr
ΔE to the lowest compared entry with this formula, charge and spin	4.245	eV
expectation value of S²	3.76
Kohn-Sham gap (alpha / beta)	3.45 / 3.70	eV